{"formula": "C24H48ClNaO28", "method": "ωB97M-V/def2-TZVPD", "total_charge": 0, "orbital_gap_ev": 8.766, "lumo_ev": -0.9710, "species": ["Na", "Cl", "O", "O", "O", "O", "C", "O", "C", "O", "O", "C", "H", "H", "H", "H", "H", "H", "C", "O", "C", "O", "O", "C", "H", "H", "H", "H", "H", "H", "C", "O", "C", "O", "O", "C", "H", "H", "H", "H", "H", "H", "C", "O", "C", "O", "O", "C", "H", "H", "H", "H", "H", "H", "C", "O", "C", "O", "O", "C", "H", "H", "H", "H", "H", "H", "C", "O", "C", "O", "O", "C", "H", "H", "H", "H", "H", "H", "C", "O", "C", "O", "O", "C", "H", "H", "H", "H", "H", "H", "C", "O", "C", "O", "O", "C", "H", "H", "H", "H", "H", "H"], "coordinates": [[0.49, 3.56, 1.76], [0.19, 0.59, 0.27], [-1.11, 1.19, 0.32], [0.77, 1.09, -0.91], [1.06, 0.98, 1.37], [0.07, -0.85, 0.10], [-2.67, 0.60, 3.60], [-2.94, 1.87, 4.19], [-2.11, 2.92, 4.05], [-1.05, 2.90, 3.40], [-2.61, 3.99, 4.69], [-1.79, 5.20, 4.84], [-3.36, -0.23, 3.75], [-1.76, 0.18, 4.03], [-2.65, 0.69, 2.51], [-2.46, 6.05, 4.94], [-1.09, 5.25, 4.00], [-1.19, 5.05, 5.74], [2.76, 0.63, -4.40], [3.29, -0.40, -3.52], [2.46, -1.41, -2.99], [1.32, -1.68, -3.41], [3.20, -2.13, -2.15], [2.61, -3.28, -1.59], [1.85, 1.01, -3.94], [2.56, 0.23, -5.40], [3.53, 1.39, -4.57], [3.25, -3.78, -0.86], [2.45, -3.98, -2.41], [1.66, -2.99, -1.13], [-6.01, -1.21, -1.30], [-5.86, 0.20, -1.24], [-4.76, 0.86, -1.72], [-3.75, 0.31, -2.22], [-4.88, 2.19, -1.31], [-3.81, 3.09, -1.59], [-5.74, -1.58, -2.29], [-7.02, -1.57, -1.10], [-5.33, -1.72, -0.62], [-4.15, 4.13, -1.52], [-3.44, 3.09, -2.61], [-2.92, 3.11, -0.96], [0.57, -2.32, 3.69], [0.17, -3.65, 4.09], [0.90, -4.44, 4.86], [1.99, -4.24, 5.39], [0.13, -5.51, 5.04], [0.37, -6.57, 5.91], [0.23, -2.12, 2.67], [1.65, -2.17, 3.60], [0.11, -1.53, 4.29], [-0.33, -7.39, 5.76], [0.32, -6.25, 6.95], [1.35, -6.93, 5.62], [3.72, -1.42, 1.08], [4.96, -1.41, 1.71], [5.08, -1.96, 2.95], [4.20, -2.44, 3.61], [6.32, -1.73, 3.55], [7.36, -0.88, 3.01], [3.29, -2.40, 0.89], [3.72, -0.75, 0.21], [3.01, -0.94, 1.76], [8.13, -0.88, 3.78], [7.01, 0.14, 2.86], [7.87, -1.23, 2.11], [-4.33, 1.79, -6.16], [-3.19, 2.59, -5.77], [-2.30, 2.08, -4.93], [-2.29, 0.94, -4.51], [-1.40, 2.95, -4.66], [-0.39, 2.68, -3.72], [-4.90, 1.37, -5.32], [-3.92, 0.96, -6.73], [-5.09, 2.26, -6.79], [-0.39, 3.30, -2.82], [0.58, 2.85, -4.18], [-0.41, 1.62, -3.44], [3.90, 2.14, -0.65], [3.49, 2.91, -1.75], [2.62, 3.95, -1.55], [1.94, 4.10, -0.53], [2.50, 4.61, -2.69], [1.38, 5.47, -2.88], [3.25, 2.15, 0.23], [4.91, 2.35, -0.32], [3.73, 1.13, -1.02], [1.26, 5.66, -3.94], [1.67, 6.45, -2.49], [0.45, 5.08, -2.46], [-0.94, -4.35, -1.97], [-1.42, -4.23, -0.65], [-2.26, -3.23, -0.43], [-2.94, -2.64, -1.28], [-2.36, -3.12, 0.89], [-2.93, -1.99, 1.52], [-0.35, -3.51, -2.33], [-1.62, -4.47, -2.82], [-0.20, -5.14, -2.12], [-4.00, -2.15, 1.50], [-2.68, -1.04, 1.04], [-2.58, -2.04, 2.55]]}